A cluster of 10 separate species, C42H62N10O14 in total at a distorted geometry, computed with wB97M-V/def2-TZVPD.

Geometry as XYZ:
```
128
Properties=species:S:1:pos:R:3:forces:R:3
O 6.56364 0.67066 -4.38888 -1.7456 0.5231 1.1413
N 5.97159 1.09915 -3.36648 4.5270 -1.4717 -0.0323
O 6.29630 0.66825 -2.23925 -1.8307 0.7294 -1.3913
C 5.25122 2.30746 -3.49563 -4.9899 4.0102 -0.1643
C 3.99043 2.52511 -2.54512 2.5456 7.0299 -6.1909
C 3.21461 3.80146 -2.62739 3.1922 -0.8139 -2.3804
C 3.74747 4.92915 -3.58579 0.7187 -3.0472 -0.1901
C 4.84442 4.69068 -4.59728 -1.7372 -4.6968 3.6504
C 5.52034 3.26348 -4.60388 -1.0864 1.2227 2.9175
H 3.64459 1.95602 -1.82981 -1.1298 -3.8246 3.3193
H 2.21132 3.89558 -2.05237 2.1164 -0.0079 -0.9703
H 3.17610 5.87491 -3.43694 0.8661 -0.6560 -0.7159
H 5.18033 5.32171 -5.39756 -0.2018 0.5989 0.1667
H 6.39920 3.05296 -5.28876 -1.4274 0.2676 0.8870
O -1.74748 5.13950 0.99870 -3.2374 1.7948 2.5126
N -2.64741 5.72713 1.74423 2.3262 -0.9808 -2.6469
O -2.41025 6.36231 2.74123 0.0894 -0.4549 -0.1758
C -4.03165 5.70588 1.28562 -6.6927 0.0419 -1.6909
C -4.49947 5.12367 -0.08570 -1.5252 -2.1036 0.1587
C -5.99298 4.83389 -0.49324 3.0838 4.6125 6.2927
C -7.09044 5.53133 0.50216 7.8373 -2.0713 -0.8226
C -6.67236 6.08497 1.71961 2.8488 1.3030 0.3123
C -5.19536 6.28031 2.15125 1.1670 -2.6515 -3.4507
H -3.72547 4.58945 -0.85728 -1.7019 1.6782 2.3342
H -6.08043 4.23617 -1.37007 -0.7220 0.0198 -0.5243
H -8.05398 5.47862 0.25101 -3.6634 -0.2306 -0.8901
H -7.43147 6.59067 2.39007 1.0061 -0.8267 -0.8739
H -4.84927 6.75257 3.08767 -0.7476 -0.3144 -0.5418
O 7.24208 2.97076 1.53085 -0.9689 -0.7451 2.6572
N 6.86847 2.38389 2.58985 -1.2413 -0.4697 -4.9188
O 7.53626 2.13506 3.52188 1.4527 0.1046 2.2706
C 5.54467 1.67846 2.49398 -5.2476 -0.3305 -0.2707
C 5.07065 0.69658 3.55504 -2.8648 1.3528 -5.7864
C 3.76713 -0.05573 3.38005 2.8168 2.1471 -0.1982
C 2.85504 0.30983 2.34484 2.4263 0.3850 -0.5709
C 3.22839 1.29223 1.32497 2.3192 0.9442 3.9730
C 4.53705 2.10588 1.43785 -1.3393 -3.4103 0.2121
H 5.79315 0.49365 4.24427 1.4895 -0.8581 2.1194
H 3.60756 -0.90730 4.08211 -0.1414 0.9397 -0.6069
H 1.94150 -0.29598 2.25773 0.2913 0.5569 -0.1587
H 2.37259 1.65354 0.77438 0.4334 0.0794 -0.9270
H 4.64731 2.77912 0.51598 0.5626 -0.7297 2.0198
O 1.76767 -3.45266 -7.07342 0.1630 -2.4790 3.2048
N 1.67660 -4.63443 -6.56154 -0.8129 1.0938 -5.8744
O 1.51892 -5.55124 -7.39096 0.6499 0.1136 2.2497
C 1.56325 -4.89974 -5.16902 -2.7400 1.3957 4.4811
C 1.93496 -6.19067 -4.48013 1.5237 1.5658 0.9303
C 2.03223 -6.27294 -3.00371 -3.6461 5.4223 -3.4097
C 1.31074 -5.07265 -2.26890 2.1970 -2.9766 -5.6353
C 0.74482 -4.03217 -2.90341 -0.8205 1.4603 -5.1261
C 0.78681 -3.86460 -4.48092 2.8434 -3.8513 3.5084
H 2.37107 -6.89867 -5.25480 -0.4759 0.4991 1.6343
H 2.50111 -6.99603 -2.41949 0.5053 -1.3955 0.4130
H 1.20106 -4.84228 -1.31308 0.2782 -0.7407 4.8034
H 0.24667 -3.24892 -2.28817 0.3691 -0.6061 -0.7769
H 0.36107 -3.03461 -4.99209 -0.1083 0.5217 -0.3034
C 0.58334 0.48156 5.00540 -3.0419 4.4699 4.6134
N -0.73604 1.21674 4.70505 -0.3123 -3.3099 3.5756
C -1.78958 0.98745 5.77063 3.0293 -0.0209 0.4984
C -0.98944 2.12092 3.79034 -4.5395 1.7462 0.1152
O -2.11772 2.72149 3.66317 3.1334 -1.6797 0.3010
H 1.27700 1.26359 5.31120 0.4422 -0.1763 -0.3295
H 0.87600 -0.02795 4.23125 1.7078 -2.9272 -4.1613
H 0.43156 -0.11380 5.93418 -0.0974 0.1704 -1.0277
H -1.71391 1.72146 6.50663 0.2888 2.2134 0.8648
H -1.77608 0.18016 6.50154 0.9206 -1.2380 -1.1551
H -2.72590 1.06287 5.42951 -3.3750 0.2108 -1.8474
H -0.19053 2.30593 3.15359 1.6811 0.5335 -1.5275
C 2.87552 -0.75571 -4.71225 -3.3429 -1.1683 3.0723
N 1.81965 -0.17345 -5.50896 -1.1686 2.5600 1.5530
C 0.79316 0.73933 -4.85399 2.1993 3.0796 -4.1032
C 1.81724 -0.29687 -6.81060 -4.1474 1.3291 -3.3979
O 0.84110 0.20892 -7.50288 3.7457 -1.8747 1.4630
H 2.54029 -1.80575 -4.80209 1.1027 -0.1166 0.9086
H 2.65942 -0.39173 -3.60008 0.9643 -0.8692 -2.3143
H 3.88227 -0.69018 -5.00887 1.1497 0.7674 -0.5710
H 0.18835 0.40944 -4.15785 -2.6794 -3.3800 3.5753
H -0.00890 1.23371 -5.55061 2.3609 -0.9829 0.5649
H 1.30999 1.51488 -4.26979 0.2889 0.1385 -0.6720
H 2.62591 -0.94537 -7.21900 -0.4147 0.5525 -0.0224
C -5.71757 0.66311 -0.09026 -1.7161 3.2164 0.2111
N -5.88317 0.27554 1.28203 2.2710 3.6362 1.8392
C -5.47394 1.38347 2.20579 -3.2517 -3.9815 -0.0593
C -6.37247 -0.87128 1.68917 -0.8667 -2.0355 0.8246
O -6.55676 -1.20452 2.86965 0.3213 0.3102 -1.7515
H -6.72285 0.83683 -0.44478 -0.3526 -0.5448 -0.9846
H -5.19695 -0.08880 -0.52768 1.3960 -1.9074 -2.2413
H -5.28615 1.72225 -0.32491 -0.0267 -2.1318 1.1829
H -5.64413 2.23112 1.75088 -0.9258 4.3986 -3.0159
H -4.55463 1.48971 2.56011 4.5580 -0.7744 1.1491
H -6.09249 1.49502 3.03231 -1.3995 -0.6878 1.7064
H -6.61878 -1.54688 0.78483 0.1362 0.5720 1.1501
C -3.67619 -3.47161 1.48925 -2.6577 1.2269 1.5086
N -2.72540 -4.21016 0.63533 -0.7429 0.8725 2.1115
C -3.11332 -4.43693 -0.70767 2.0373 3.3377 -2.0112
C -1.59426 -4.68104 1.16276 2.4198 -2.1364 -2.1621
O -0.73862 -5.36432 0.49526 -2.3734 2.1566 2.3168
H -4.74530 -3.34472 0.91966 2.7941 -0.4992 1.4486
H -3.42830 -2.40501 1.92533 0.2335 -1.6728 -1.6888
H -3.88646 -3.96156 2.51427 0.2067 0.0392 -1.8796
H -2.19074 -4.75817 -1.28804 -1.2542 0.4020 0.6296
H -3.45197 -3.35631 -1.05763 0.4337 -2.4019 0.0001
H -3.87352 -5.14481 -0.80821 -1.3576 -1.0615 -0.1714
H -1.50800 -4.42327 2.22837 0.3780 -0.1322 -0.1132
C 3.11353 -4.49025 3.67498 2.2742 -0.7312 -1.9509
N 1.90565 -3.78184 3.40607 -2.5381 -0.0023 2.7123
C 0.79814 -3.59600 4.47277 0.6062 -4.1862 -4.7611
C 1.65367 -3.24298 2.21105 5.8059 -1.6733 -0.7361
O 0.78348 -2.50228 1.98162 -3.8085 2.4875 -1.2407
H 3.38620 -5.22368 2.82537 -0.6084 1.0043 1.3635
H 3.29320 -4.98326 4.60788 -1.2648 -0.6001 0.6479
H 3.95267 -3.79837 3.73336 0.2162 0.3854 -0.4461
H 0.05810 -4.43664 4.37881 0.1984 1.1800 -0.4691
H 0.41567 -2.67423 4.57699 -1.6455 3.3481 -0.9061
H 1.11792 -3.75530 5.38544 2.7402 -1.1387 4.4839
H 2.59528 -3.40590 1.44892 -2.0422 -0.0401 1.3436
C -2.04692 0.43251 0.84327 2.9822 5.4636 0.0515
N -0.88229 0.62286 -0.11130 -1.0731 -1.2245 0.0244
C -0.21337 -0.64440 -0.50510 -0.4053 0.9722 -0.2663
C -0.40452 1.78813 -0.57705 -3.1417 0.9514 2.2768
O 0.60739 1.88212 -1.20305 1.6558 0.6103 -1.3094
H -1.73492 -0.07722 1.73380 0.0687 -0.2262 0.4215
H -2.77824 0.00478 0.32175 -3.0124 -2.3611 -1.8150
H -2.46461 1.51775 1.07040 1.0550 -2.1450 0.0020
H -0.92036 -1.44130 -0.23563 -0.0519 -0.1292 -1.4145
H 0.42264 -0.79337 0.29067 2.3006 -0.5812 1.5082
H 0.43397 -0.60936 -1.45603 -1.7477 -0.1089 1.2356
H -1.12537 2.67142 -0.24062 1.4797 -1.1529 -0.6854
```
Positions in Å, forces in eV/Å.

Its SMILES is O=[N+]([O-])c1ccccc1.O=[N+]([O-])c1ccccc1.O=[N+]([O-])c1ccccc1.O=[N+]([O-])c1ccccc1.CN(C)C=O.CN(C)C=O.CN(C)C=O.CN(C)C=O.CN(C)C=O.CN(C)C=O. The calculation puts the energy above the lowest of the compared OMol25 structures with the same formula, charge and spin at 20.0760 eV. The calculation puts the largest force on an atom at 9.71 eV/Å.